Below is 2 unconnected molecules or ions with the total composition C13H20F2N2O10S2 at a distorted geometry, with properties calculated with the ωB97M-V functional and the def2-TZVPD basis.

Computed properties:
maximum force: 4.93 eV/Å
gap between HOMO and LUMO: 2.99 eV

Last column: natural (NBO) charge in e.
Positions of all 49 atoms, in Å:
1 C -1.415 2.359 -2.223  -0.649
2 C -0.034 1.715 -1.816  -0.091
3 O 0.019 0.300 -2.154  -0.539
4 C -0.566 -0.526 -1.177  0.294
5 C -2.142 -0.709 -1.206  -0.683
6 C -0.041 -1.968 -1.659  0.215
7 S 0.105 -2.326 -3.444  2.354
8 O -0.030 -3.715 -3.753  -0.854
9 O 1.255 -1.672 -3.969  -0.802
10 F -1.173 -1.572 -4.086  -0.438
11 N 0.253 -2.710 -0.658  -0.274
12 C 0.797 -4.083 -0.699  -0.357
13 C 2.163 -4.172 0.079  0.849
14 O 2.226 -4.286 1.233  -0.461
15 F 3.353 -4.162 -0.606  -0.315
16 C 0.004 -2.087 0.672  -0.073
17 C -1.324 -2.702 1.258  -0.121
18 O -1.022 -3.131 2.585  -0.426
19 N -2.207 -3.501 3.268  0.382
20 O -2.168 -2.975 4.306  -0.183
21 C 0.047 -0.568 0.265  -0.534
22 S -0.544 0.596 1.557  2.076
23 C 0.837 1.734 1.982  -0.835
24 O -1.643 1.451 1.101  -0.934
25 O -0.925 -0.076 2.805  -0.936
26 H -1.349 3.469 -2.259  0.255
27 H -1.772 1.913 -3.189  0.206
28 H -2.174 2.061 -1.451  0.216
29 H 0.725 2.210 -2.476  0.224
30 H 0.269 1.955 -0.773  0.208
31 H -2.578 -0.120 -2.041  0.275
32 H -2.381 -1.796 -1.345  0.206
33 H -2.634 -0.409 -0.245  0.271
34 H 0.097 -4.734 -0.113  0.276
35 H 0.891 -4.516 -1.719  0.289
36 H 0.782 -2.177 1.464  0.309
37 H -1.777 -3.490 0.606  0.192
38 H -2.068 -1.861 1.309  0.227
39 H 1.131 -0.276 0.170  0.284
40 H 0.459 2.353 2.827  0.310
41 H 1.755 1.170 2.276  0.244
42 H 1.055 2.413 1.122  0.308
43 C 1.937 6.374 2.048  -0.730
44 C 1.999 5.034 1.311  0.771
45 O 1.952 5.089 0.062  -0.780
46 O 2.090 4.017 2.050  -0.834
47 H 1.859 7.207 1.349  0.202
48 H 1.068 6.394 2.710  0.202
49 H 2.839 6.509 2.649  0.206

Atomic forces in eV per Å
C -0.1763 -1.1784 0.9236
C -0.1429 2.0994 -1.5871
O -0.5407 0.2637 1.8194
C -0.1082 -1.8548 -0.8547
C -0.1416 0.1099 0.2580
C -0.9032 1.9074 0.9033
S 0.6891 -0.2411 -3.2778
O -0.7942 0.6977 1.2454
O -0.7870 0.1843 1.2654
F 1.4001 -0.9953 1.7291
N 1.3527 -1.0922 -0.8385
C 0.5629 -1.2938 0.0319
C 0.7855 0.0663 -1.1407
O -0.5000 -0.0572 1.6423
F -1.7865 0.1758 -0.5450
C -0.6512 1.3072 0.9333
C -0.4875 1.1833 -0.0985
O 0.8743 0.0731 -1.7275
N -0.2360 1.0961 1.2192
O -0.5965 -1.0152 -0.1815
C 0.5384 -0.0215 -0.6146
S -1.7227 3.0677 3.4593
C 0.1928 -0.5681 -0.9089
O 1.1081 -1.1903 -1.2206
O 1.0068 -1.0533 -1.5867
H 0.0456 -0.8878 -0.0366
H 0.5551 0.6584 0.6367
H 0.5604 0.5773 -0.5933
H -0.4192 -0.7763 0.6702
H -0.3633 -0.4952 -0.6495
H 0.3670 -0.5443 0.5786
H 0.0214 0.8341 -0.0856
H 0.5973 0.0453 -0.8815
H 0.6552 0.6040 -0.4217
H -0.1785 0.7621 0.5662
H -0.2170 -0.8058 -0.9974
H 0.5380 0.2983 0.4965
H 0.5771 -0.8096 0.0483
H -0.8882 -0.3480 0.0205
H 0.0951 -0.6269 -0.7218
H -0.8110 0.4127 -0.2151
H -0.0670 -0.4519 0.7761
C -0.0058 0.3236 -0.0156
C 0.0237 0.4659 -0.1024
O -0.1108 -0.5944 0.0626
O 0.0724 -0.1207 -0.1492
H 0.0050 -0.0781 -0.0151
H 0.1010 -0.0486 0.0876
H -0.0897 -0.0649 0.0936